No. 1
This record from the Open Molecules 2025 dataset describes C6H10O in the gas phase. The level of theory is the ωB97M-V functional and the def2-TZVPD basis.

Its LUMO energy is 0.55 eV. The frontier orbital gap comes out at 8.49 eV. The largest force on an atom is 0.40 eV/Å. As for the total charge: 0. For the HOMO energy, the calculation gives -7.9 eV. The energy above the lowest of the compared OMol25 structures with the same formula, charge and spin comes out at 102.2 kcal per mole.

Atoms and positions in Å:
C: 0.541 -1.666 0.153
H: -1.731 0.020 2.113
H: 0.569 -2.565 0.762
H: 1.721 1.945 -2.362
H: -1.033 -1.606 2.279
C: 1.392 1.824 -1.323
C: -0.646 0.501 -0.537
H: -1.427 0.245 -1.270
H: 2.332 1.652 -0.772
H: -2.337 -1.319 1.115
O: 0.963 -0.509 0.885
H: -0.968 1.419 -0.007
C: -0.417 -0.609 0.486
C: 0.664 0.547 -1.270
H: 0.917 2.743 -0.946
H: 0.896 -1.741 -0.870
C: -1.437 -0.881 1.564

***

No. 2
This record from the Open Molecules 2025 dataset describes C6H10O in the gas phase. The level of theory is the ωB97M-V functional and the def2-TZVPD basis.

Its LUMO energy is 0.95 eV. The frontier orbital gap comes out at 8.18 eV. The largest force on an atom is 0.67 eV/Å. As for the total charge: 0. For the HOMO energy, the calculation gives -7.2 eV. The energy above the lowest of the compared OMol25 structures with the same formula, charge and spin comes out at 120.1 kcal per mole.

Atoms and positions in Å:
H: 1.016 -1.334 -1.230
H: -1.845 0.386 -1.662
C: 0.095 -1.861 -0.936
C: 0.725 1.566 0.407
H: 0.764 2.378 1.134
C: 0.885 0.195 1.091
H: -1.494 1.915 0.152
C: -0.591 -0.097 0.813
H: -1.231 -0.325 1.673
H: 1.418 1.764 -0.408
H: 0.292 -2.666 -0.242
H: 1.159 0.236 2.147
C: -0.706 1.179 -0.017
O: -0.891 -1.018 -0.326
H: 1.577 -0.479 0.590
H: -0.374 -2.222 -1.860
C: -0.799 0.383 -1.326

***

No. 3
This record from the Open Molecules 2025 dataset describes 3 unconnected molecules or ions with the total composition C6H10O in a non-equilibrium geometry. The level of theory is the ωB97M-V functional and the def2-TZVPD basis.

Its LUMO energy is 0.65 eV. The frontier orbital gap comes out at 10.24 eV. The largest force on an atom is 8.12 eV/Å. As for the total charge: 0. For the HOMO energy, the calculation gives -9.6 eV. The energy above the lowest of the compared OMol25 structures with the same formula, charge and spin comes out at 142.6 kcal per mole.

Atoms and positions in Å:
C: 1.051 -1.199 0.996
H: 1.666 1.089 -0.306
H: 0.478 1.512 -1.802
H: 1.988 -1.675 0.727
H: 0.288 -0.274 -1.927
O: -1.636 -0.143 -0.010
H: -1.997 -1.106 -1.819
H: 0.225 -1.902 1.062
C: 0.733 0.173 0.587
C: -0.453 0.696 -0.053
C: 1.068 -0.055 1.959
H: -2.690 0.541 -1.671
H: -0.699 1.728 0.242
H: 2.041 0.242 2.328
H: 0.272 0.051 2.685
C: -0.490 0.426 -1.581
C: -1.844 -0.103 -1.418

***

- What is the formula in the first record?
  C6H10O

***

- Among the records above, which one has the highest energy above the lowest of the compared OMol25 structures with the same formula, charge and spin?
  number 3

***

- Which formula does entry 2 have?
  C6H10O

***

- Which value of frontier orbital gap does entry 1 give?
  8.49 eV